{
  "formula": "C17H52O17",
  "method": "ωB97M-V/def2-TZVPD",
  "homo_energy_ev": -9.3825,
  "total_charge": 0,
  "orbital_gap_ev": 9.50,
  "lumo_energy_ev": 0.1,
  "e_tot_ha": -1957.8126,
  "smiles": "OCCO.OCCO.OCCO.OCCO.OCCO.OCCO.OCCO.OCCO.CO",
  "max_force_ev_per_a": 1.58,
  "elements": ["O", "C", "C", "O", "H", "H", "H", "H", "H", "H", "O", "C", "C", "O", "H", "H", "H", "H", "H", "H", "O", "C", "C", "O", "H", "H", "H", "H", "H", "H", "O", "C", "C", "O", "H", "H", "H", "H", "H", "H", "O", "C", "C", "O", "H", "H", "H", "H", "H", "H", "O", "C", "C", "O", "H", "H", "H", "H", "H", "H", "O", "C", "C", "O", "H", "H", "H", "H", "H", "H", "O", "C", "C", "O", "H", "H", "H", "H", "H", "H", "C", "O", "H", "H", "H", "H"],
  "positions_angstrom": [[6.10434, 29.89421, -0.25432], [6.05781, 29.44960, 1.07982], [4.81579, 29.83872, 1.85099], [4.24328, 30.98927, 1.25290], [6.99477, 29.71804, -0.56640], [6.19749, 28.35661, 1.13624], [6.94006, 29.83108, 1.61796], [5.12733, 30.13897, 2.86014], [4.10240, 29.01334, 1.93372], [3.45448, 31.24956, 1.73578], [4.45963, 25.22144, 0.66053], [4.52289, 25.39513, 2.08002], [5.96023, 25.18472, 2.48741], [6.20334, 25.76983, 3.79303], [3.56581, 25.43081, 0.37579], [4.16126, 26.40063, 2.32431], [3.84694, 24.70445, 2.60351], [6.66809, 25.71733, 1.85938], [6.20080, 24.12110, 2.52040], [5.98044, 25.13593, 4.48114], [6.87442, 33.11738, 2.61159], [7.75183, 32.17646, 3.16428], [8.38240, 32.63069, 4.45803], [7.47958, 32.35135, 5.51905], [6.08671, 33.13223, 3.17848], [7.16203, 31.26211, 3.32754], [8.56626, 31.89606, 2.49177], [8.62593, 33.69558, 4.37075], [9.34496, 32.11566, 4.59056], [7.83792, 32.60257, 6.37455], [11.51555, 27.74798, 8.25544], [10.60603, 27.11352, 9.16631], [9.19426, 27.52381, 8.91185], [8.64973, 26.93489, 7.74736], [11.03565, 27.79668, 7.41920], [10.75822, 26.03263, 9.04257], [10.84123, 27.29096, 10.22100], [9.15845, 28.61773, 8.81150], [8.54393, 27.31697, 9.76672], [8.84886, 27.53915, 7.02517], [9.61826, 29.72429, 6.14524], [10.11552, 29.19343, 4.91236], [9.49807, 27.83439, 4.67103], [10.25945, 26.79413, 5.22583], [10.33426, 30.25319, 6.51398], [9.89726, 29.84782, 4.05674], [11.20499, 29.08306, 4.93859], [9.28110, 27.69224, 3.60257], [8.49519, 27.80998, 5.10156], [11.13097, 26.75202, 4.82218], [2.41806, 33.43798, 3.55634], [2.45225, 32.31523, 4.43839], [3.61919, 32.32343, 5.39530], [4.84268, 32.33377, 4.68818], [2.21597, 34.22756, 4.06579], [1.52380, 32.28066, 5.02906], [2.42799, 31.40151, 3.84160], [3.53702, 31.46524, 6.07626], [3.56624, 33.21176, 6.04902], [5.57788, 32.23482, 5.31298], [3.34463, 28.09636, 7.68206], [3.49679, 29.35398, 8.30852], [2.17646, 29.91318, 8.75558], [1.14281, 29.83127, 7.78425], [4.22526, 27.80925, 7.38417], [4.10209, 29.25033, 9.21901], [3.99515, 30.07584, 7.65367], [2.31416, 30.96007, 9.02340], [1.85232, 29.36341, 9.65244], [1.14682, 28.93151, 7.41782], [2.85191, 28.63923, 4.62308], [1.83351, 27.78394, 4.11248], [0.46980, 27.99414, 4.74395], [0.34691, 27.31523, 5.97050], [2.89723, 28.52180, 5.59406], [1.79949, 27.82255, 3.02607], [2.09363, 26.74549, 4.40048], [-0.30886, 27.63324, 4.05815], [0.28525, 29.05024, 4.93389], [0.43789, 26.36951, 5.82183], [6.06789, 29.28558, 6.12945], [5.95984, 27.90148, 6.45532], [5.82306, 29.92404, 6.97186], [7.09668, 29.54733, 5.84884], [5.47036, 29.54374, 5.24604], [6.36281, 27.45065, 5.70430]],
  "forces_ev_per_a": [[-0.4, 0.0, -0.1], [1.4, -0.6, 0.5], [-0.3, 0.9, 0.2], [-0.1, -0.1, -0.4], [0.0, 0.0, -0.1], [-0.3, 0.0, -0.1], [-0.2, 0.3, -0.1], [0.0, -0.5, 0.1], [0.0, 0.0, -0.1], [0.1, 0.0, 0.2], [0.0, -0.2, 0.3], [-0.5, 0.4, -0.7], [0.2, 0.5, 1.3], [-0.1, -0.2, -0.1], [0.0, 0.0, -0.1], [0.4, 0.1, 0.2], [0.2, -0.1, -0.1], [-0.2, -0.1, -0.5], [0.1, 0.0, -0.2], [0.0, -0.1, -0.1], [0.2, 0.4, -0.1], [-0.5, -0.6, 0.3], [0.5, 0.0, -0.1], [-0.2, 0.0, 0.3], [-0.1, -0.1, -0.2], [0.4, -0.2, 0.3], [-0.2, 0.4, -0.4], [-0.3, 0.0, 0.1], [-0.2, -0.2, 0.2], [0.2, 0.1, -0.1], [-0.2, 0.3, 0.5], [0.6, -0.9, 0.0], [-0.7, 0.6, 0.1], [0.0, 0.0, 0.0], [0.1, -0.2, -0.1], [-0.5, 0.0, 0.0], [0.4, 0.6, -0.3], [0.1, 0.0, 0.0], [0.1, -0.4, -0.1], [-0.1, -0.1, 0.0], [0.6, -0.1, -0.2], [-0.2, 0.1, -0.4], [-0.3, 0.3, -0.8], [-0.1, -0.4, 0.4], [-0.2, 0.0, 0.2], [-0.2, 0.1, 0.3], [0.0, 0.0, 0.1], [0.4, -0.1, 0.0], [0.1, -0.1, 0.3], [0.0, 0.1, -0.2], [0.2, -0.5, 0.0], [-0.6, 0.2, 0.2], [0.0, 0.3, 0.3], [0.1, -0.3, 0.0], [0.0, 0.0, 0.1], [0.2, 0.0, 0.1], [0.3, 0.1, -0.1], [0.0, -0.1, -0.3], [-0.1, 0.0, -0.2], [0.0, 0.1, -0.2], [-0.1, 0.1, -0.3], [0.5, 0.3, 0.3], [-0.8, -0.7, 0.2], [0.4, 0.1, -0.3], [0.0, -0.1, -0.1], [0.2, 0.1, -0.1], [-0.1, -0.1, -0.1], [-0.1, 0.0, 0.0], [0.0, 0.2, 0.0], [-0.1, 0.1, 0.1], [-0.3, 0.1, 0.0], [0.4, -0.7, 1.1], [-0.3, 0.0, -0.8], [0.0, 0.2, 0.7], [-0.1, -0.1, -0.4], [0.1, 0.4, 0.0], [0.1, 0.1, -0.4], [0.1, 0.1, -0.1], [0.0, 0.0, 0.1], [0.0, 0.0, 0.0], [0.8, 0.3, -1.0], [-0.1, 0.4, 0.0], [-0.2, -0.3, 0.1], [0.0, -0.1, 0.2], [-0.3, 0.0, 0.3], [-0.3, -0.4, 0.1]]
}